Entry 1:
82
Properties=species:S:1:pos:R:3 method="wB97M-V/def2-TZVPD" energy_ev=-314386.2839 charge=-1
C 4.2422 -5.2342 -0.4773
C 4.2101 -3.8022 -1.3195
O 2.8440 -3.5064 -1.7766
P 2.0114 -2.4368 -0.6407
O 2.6780 -2.6273 0.7787
C 0.1974 -3.0924 -0.4768
C -0.8317 -2.4756 -1.5952
S -2.5185 -3.3032 -1.2475
O -2.5925 -3.5898 0.2870
O -2.6371 -4.6775 -1.9939
N -3.8808 -2.2853 -1.6436
S -5.3806 -2.8995 -0.9910
O -5.3648 -4.4130 -0.6490
O -5.8452 -2.1650 0.3226
O 2.1257 -0.8362 -1.3102
C 1.8832 0.2173 -0.3150
C 0.4433 1.0015 -0.4754
H 5.1691 -5.8684 -0.8759
H 4.3946 -5.0960 0.6773
H 3.2647 -5.8813 -0.7005
H 4.7552 -2.9232 -0.7725
H 4.8484 -4.0149 -2.3058
H 0.2736 -4.2683 -0.6398
H -0.1220 -2.8271 0.6418
H -0.4889 -2.7855 -2.6706
H -0.9710 -1.3137 -1.5577
H -6.4634 -2.7107 -1.9081
H 1.9953 -0.1109 0.8018
H 2.7220 1.0461 -0.5015
H 0.5002 1.9579 0.2276
H -0.3935 0.2473 -0.1345
H 0.3610 1.3324 -1.6014
C 2.1745 -4.0610 3.5640
Cl 1.4016 -3.6086 5.0882
Cl 1.0906 -5.0385 2.5667
H 2.4399 -3.1534 3.0165
H 3.0765 -4.6385 3.7802
C -2.0081 1.4828 2.4514
Cl -0.8375 2.6121 3.1436
Cl -1.2291 -0.0333 1.9827
H -2.7805 1.2709 3.1947
H -2.4617 1.9378 1.5675
C -7.2275 0.6350 2.0762
Cl -6.2676 2.0863 2.3885
Cl -8.6708 0.5952 3.0961
H -7.5330 0.6294 1.0271
H -6.6180 -0.2470 2.2877
C -1.6916 2.9939 -3.0512
Cl -1.2042 4.0575 -1.7260
Cl -1.8994 1.3309 -2.4887
H -2.6383 3.3507 -3.4640
H -0.9206 3.0138 -3.8253
C -1.6903 5.7513 -6.1906
Cl -0.3015 4.6717 -6.3657
Cl -2.8165 5.1465 -4.9696
H -1.3364 6.7403 -5.8893
H -2.2094 5.8216 -7.1496
C 2.6681 4.8886 -1.1518
Cl 1.7428 4.2760 0.2242
Cl 1.7226 4.8031 -2.6430
H 2.9401 5.9299 -0.9623
H 3.5723 4.2865 -1.2689
C 5.1339 -0.7016 1.3345
Cl 5.9686 -1.9097 0.3502
Cl 5.5826 0.9371 0.8462
H 4.0553 -0.8265 1.2121
H 5.4056 -0.8474 2.3828
C 2.0401 7.5324 -5.2808
Cl 1.9900 7.3938 -7.0424
Cl 0.5967 8.3468 -4.6654
H 2.0960 6.5312 -4.8466
H 2.9231 8.1087 -4.9942
C -6.2936 -0.7766 5.8202
Cl -5.7537 -0.4508 7.4716
Cl -5.1795 -0.0802 4.6375
H -6.3430 -1.8577 5.6687
H -7.2843 -0.3384 5.6767
C 4.5515 -1.8666 5.3181
Cl 4.8850 -0.3120 4.5453
Cl 5.2642 -3.1990 4.4006
H 4.9754 -1.8614 6.3252
H 3.4699 -2.0114 5.3737


Entry 2:
61
Properties=species:S:1:pos:R:3 method="wB97M-V/def2-TZVPD" relative_energy_kcal_mol=12.1 energy_ev=-53675.1469 charge=0
C 4.8657 0.8471 2.2799
C 3.6550 -0.0271 2.5137
O 3.5085 -0.8508 1.3578
C 2.2796 -1.5384 1.3224
C 1.1108 -0.6376 0.8567
C 0.6821 -0.9284 -0.6070
C 1.9197 -0.5308 -1.4557
C 2.5902 -1.6707 -2.1617
O 2.8742 -2.6978 -1.6803
O 2.9132 -1.4172 -3.4867
C 0.2022 -2.3924 -0.6141
C -1.2243 -2.2499 -0.0063
N -1.6801 -0.8496 -0.3191
C -2.2362 -0.1714 0.9126
C -3.7706 -0.2287 0.8424
C -4.3321 0.7384 1.8986
N -5.4102 1.5253 1.3049
C -0.6159 -0.2047 -1.1486
C -0.6052 1.3085 -1.3170
Cl -2.2915 1.9773 -1.4642
C 0.1110 2.0428 -0.2068
C 0.1149 3.5623 -0.3842
P -0.7330 -0.8312 -2.9738
N -1.8482 -2.1601 -2.9530
O -1.5123 0.3138 -3.8820
H 4.7718 1.3318 1.3126
H 5.7754 0.2473 2.2680
H 4.9142 1.6171 3.0411
H 3.8038 -0.6200 3.4244
H 2.8181 0.6759 2.6408
H 2.4291 -2.4075 0.6873
H 2.0614 -1.9013 2.3313
H 0.3115 -0.7660 1.5892
H 1.4764 0.3830 1.0257
H 1.7163 0.2182 -2.2074
H 2.6751 -0.0818 -0.8140
H 3.8807 -1.4490 -3.5124
H 0.2512 -2.9415 -1.5442
H 0.6623 -3.0839 0.0858
H -1.3748 -2.6103 0.9989
H -1.8830 -2.8866 -0.5955
H -2.4933 -0.9756 -0.9177
H -1.9026 -0.6234 1.8361
H -1.9946 0.8766 0.9591
H -4.1466 -1.2364 0.9821
H -4.0666 0.2036 -0.1085
H -4.7635 0.1929 2.7329
H -3.5474 1.3928 2.2828
H -5.8595 2.1133 1.9941
H -5.0680 2.1135 0.5549
H -0.0643 1.5329 -2.2269
H -0.1817 1.7506 0.7909
H 1.1487 1.7568 -0.2996
H 0.1947 3.7906 -1.4464
H -0.7411 4.0317 0.0795
H 1.0333 3.8981 0.0744
H -2.7715 -1.9064 -3.2915
H -1.4433 -2.8705 -3.5479
H -2.4253 0.3971 -3.5609
O 1.7871 2.2178 2.1310
H 2.4487 2.6902 1.6211


Q: Look up the charge of the first one.
A: -1


Q: The highest charge belongs to which entry?
A: C16H35ClN3O5P


Q: Which value of charge does entry 1 give?
A: -1